Record 1
C48H38BrKN3O2P3S2 as an isolated structure. Source: the Open Molecules 2025 dataset; level of theory: ωB97M-V/def2-TZVPD.

Net charge ... -2
Energy above the lowest of the compared OMol25 structures with the same formula, charge and spin ... 0.1961 eV
Spin multiplicity ... 1

CARTESIAN COORDINATES (ANGSTROEM)
K 0.57031 0.86767 -0.42533
S 0.78343 -0.97648 2.73715
P -1.07850 -0.46419 2.19445
C -1.36714 -0.55311 0.54186
P -2.72089 0.17238 -0.16250
S -2.35360 1.31551 -1.77414
C -3.92894 1.08560 0.91502
C -4.71168 0.42008 1.86204
C -5.61651 1.11290 2.66276
C -5.72916 2.49325 2.55188
C -4.92155 3.17294 1.64734
C -4.03291 2.47311 0.83542
C -3.81458 -1.19191 -0.84066
C -5.20626 -1.23875 -0.85195
C -5.89096 -2.33321 -1.38731
C -5.19360 -3.39528 -1.94230
C -3.80134 -3.34746 -1.97347
C -3.12784 -2.26170 -1.42953
C -2.15144 -1.61569 3.21313
C -2.91901 -2.55795 2.53118
C -3.64153 -3.53570 3.21736
C -3.60270 -3.58309 4.60558
C -2.82623 -2.65621 5.29900
C -2.10051 -1.69330 4.60691
C -1.35994 1.18465 3.02134
C -2.36821 1.50825 3.92103
C -2.47413 2.79595 4.44933
C -1.58216 3.78975 4.07337
C -0.57214 3.48658 3.16390
C -0.46687 2.19951 2.65859
H -4.61130 -0.65099 1.97883
H -6.22299 0.57256 3.38206
H -6.42673 3.03680 3.18207
H -4.98449 4.25391 1.57260
H -3.42202 2.99031 0.10588
H -5.77456 -0.40700 -0.46086
H -6.97600 -2.34830 -1.37080
H -5.72670 -4.25000 -2.34713
H -3.24047 -4.15992 -2.42516
H -2.04563 -2.22680 -1.43991
H -2.93368 -2.50874 1.44658
H -4.23171 -4.25971 2.66378
H -4.16505 -4.33736 5.14615
H -2.77468 -2.69795 6.38245
H -1.46190 -1.00607 5.15023
H -3.09232 0.76019 4.21064
H -3.27525 3.02278 5.14618
H -1.68232 4.79514 4.46894
H 0.13557 4.24846 2.85792
H 0.33829 1.94658 1.98755
N 4.20716 -1.49471 -0.46276
P 3.56286 0.14724 -0.79090
C 4.03497 0.18445 -2.59239
C 4.53078 1.33435 -3.20797
C 4.78095 1.36242 -4.57614
C 4.54721 0.23415 -5.35327
C 4.06556 -0.92336 -4.74944
C 3.81328 -0.94623 -3.38348
C 5.06219 1.07102 -0.16718
C 6.37578 0.73682 -0.52021
C 7.46047 1.40840 0.03252
C 7.24777 2.44189 0.94241
C 5.94999 2.79217 1.29236
C 4.86821 2.10867 0.74258
C 3.20243 -2.42031 -0.19696
C 3.40624 -3.58593 0.55282
C 2.31934 -4.40308 0.80010
C 1.06391 -4.05224 0.32024
C 0.95898 -2.88429 -0.41996
N 2.00535 -2.09693 -0.70718
H 5.06341 -1.61855 0.04491
H 4.69585 2.23077 -2.61810
H 5.14467 2.27513 -5.03657
H 4.72847 0.25981 -6.42173
H 3.86667 -1.80704 -5.34706
H 3.40353 -1.83865 -2.92515
H 6.54695 -0.04803 -1.25016
H 8.47150 1.13573 -0.25497
H 8.09119 2.97365 1.36961
H 5.77680 3.60345 1.99367
H 3.85152 2.39001 0.99991
H 4.38819 -3.81068 0.95473
H 2.44478 -5.29861 1.40044
H 0.18116 -4.63753 0.54526
H -0.00990 -2.53777 -0.76645
Br 0.04722 -1.74545 -3.77724
C 0.39016 0.11205 -4.04588
C -0.03855 0.67721 -5.23437
C 0.20403 2.02959 -5.41191
C 0.85887 2.73680 -4.41901
C 1.25432 2.06773 -3.26927
N 1.01148 0.75782 -3.08258
C 2.00450 2.88447 -2.18844
O 2.20723 4.07847 -2.46237
O 2.33088 2.26998 -1.13048
H -0.54805 0.07709 -5.97334
H -0.12315 2.52547 -6.31712
H 1.07333 3.79453 -4.49103

Here are the Mulliken charges for atoms 1 to 5, given in e: number 1, K, carries 1.072; number 2, S, carries -0.546; number 3, P, carries 1.226; number 4, C, carries -0.508; number 5, P, carries 1.491

---

Record 2
C48H38N7O2RuS as an isolated structure. Source: the Open Molecules 2025 dataset; level of theory: ωB97M-V/def2-TZVPD.

Net charge ... 0
Energy above the lowest of the compared OMol25 structures with the same formula, charge and spin ... 2.7118 eV
Spin multiplicity ... 2

CARTESIAN COORDINATES (ANGSTROEM)
Ru 0.46605 -0.08499 -0.10871
C -1.32237 0.40432 4.64775
C 0.12494 0.74234 4.49009
C 0.75295 1.43742 5.50799
C 2.07794 1.82294 5.41755
C 2.77409 1.55696 4.25327
C 2.18260 0.87722 3.20268
C 2.97702 0.70358 1.94851
C 0.85954 0.38997 3.32536
N 0.28107 -0.34960 2.32333
C -0.47015 -1.42836 2.58805
O -0.39029 -2.13569 3.59005
C -1.48405 -1.73595 1.51918
C -2.50290 -2.65450 1.74857
C -3.48817 -2.82174 0.78598
C -3.42857 -2.04600 -0.36130
C -2.36879 -1.16174 -0.52871
N -1.41011 -1.02599 0.38879
C -2.30518 -0.29730 -1.76658
O -3.21003 -0.33749 -2.59848
N -1.22919 0.46845 -1.80932
C -0.85203 1.32601 -2.81615
C -1.02767 2.71532 -2.64322
C -1.94074 3.24039 -1.57843
C -0.40858 3.59064 -3.51529
C 0.36505 3.12734 -4.56549
C 0.44112 1.76516 -4.80771
C -0.17847 0.85501 -3.96760
C -0.21528 -0.60068 -4.31788
H -1.76612 1.01042 5.43338
H -1.43697 -0.64541 4.91659
H -1.87149 0.57181 3.72190
H 0.18741 1.69458 6.39143
H 2.55201 2.35098 6.23099
H 3.79799 1.88605 4.14380
H 3.31944 1.67975 1.60162
H 2.35788 0.23780 1.17213
H 3.85004 0.07120 2.11907
H -2.50336 -3.20838 2.67533
H -4.28944 -3.52997 0.93207
H -4.17162 -2.10284 -1.14126
H -2.44505 2.42045 -1.07480
H -2.68892 3.88162 -2.04459
H -1.40337 3.83452 -0.84024
H -0.53366 4.65396 -3.36591
H 0.86750 3.82242 -5.22276
H 0.98462 1.40384 -5.66967
H 0.68850 -0.90189 -4.84535
H -1.07540 -0.79384 -4.96214
H -0.34391 -1.21782 -3.43088
C -0.50571 3.69747 1.86567
C -0.61278 2.40379 1.38550
N 0.24932 1.89146 0.50548
C 1.23569 2.66926 0.00092
C 1.38465 4.02163 0.40520
C 0.50277 4.51317 1.38846
C 2.39407 4.80090 -0.18334
C 3.25567 4.23345 -1.10234
C 3.16225 2.90179 -1.46649
C 2.12245 2.09030 -0.96767
N 1.85498 0.78044 -1.23805
C 2.30829 0.01134 -2.26279
C 3.14136 0.39740 -3.33518
C 3.64926 -0.54365 -4.20906
C 3.33231 -1.88494 -4.09044
C 2.43052 -2.30990 -3.10246
C 2.01388 -3.64848 -2.96895
C 1.06491 -3.97075 -2.01478
C 0.55301 -2.97805 -1.20254
N 0.95540 -1.69920 -1.28277
C 1.88831 -1.35559 -2.20400
H -1.22524 4.06212 2.57893
H -1.41746 1.75155 1.69703
H 0.62064 5.52621 1.73745
H 2.49548 5.83399 0.11103
H 4.04563 4.83358 -1.52956
H 3.93724 2.49696 -2.09552
H 3.36967 1.43374 -3.50816
H 4.31360 -0.22492 -4.99919
H 3.72447 -2.61023 -4.78563
H 2.43874 -4.40365 -3.60771
H 0.70885 -4.98334 -1.90775
H -0.19664 -3.20196 -0.45189
S 3.35432 -4.32790 1.63140
C 2.19171 -3.06555 1.37763
N 2.58627 -2.03487 0.72778
C 3.90068 -2.14872 0.35967
C 4.66389 -1.19809 -0.31777
C 5.99567 -1.45467 -0.56339
C 6.58219 -2.65013 -0.15228
C 5.85053 -3.61108 0.51708
C 4.51403 -3.35108 0.77685
H 1.20585 -3.17381 1.77921
H 4.21293 -0.27093 -0.62780
H 6.60279 -0.71325 -1.06361
H 7.62639 -2.82741 -0.35765
H 6.30293 -4.53813 0.83510

Here are the Mulliken charges for atoms 1 to 5, given in e: number 1, Ru, carries -0.830; number 2, C, carries -1.625; number 3, C, carries 1.131; number 4, C, carries -0.974; number 5, C, carries -0.944

---

Record 3
C48H39BrGeIrN3O5STe as an isolated structure. Source: the Open Molecules 2025 dataset; level of theory: ωB97M-V/def2-TZVPD.

Net charge ... 0
Energy above the lowest of the compared OMol25 structures with the same formula, charge and spin ... 3.0051 eV
Spin multiplicity ... 1

CARTESIAN COORDINATES (ANGSTROEM)
Ir -0.87844 0.62777 0.67732
Br 2.00907 -2.17048 2.40752
C -0.00944 0.13034 3.56807
C -0.11505 0.08981 4.94134
C -1.38287 0.33199 5.47645
C -2.46240 0.60083 4.63782
C -2.24556 0.61470 3.27234
N -1.03436 0.39830 2.79068
C -3.30706 0.79858 2.19250
O -4.44254 1.01821 2.53750
O -2.88346 0.65045 0.95818
H 0.74092 -0.12978 5.56274
H -1.52224 0.31923 6.54959
H -3.45965 0.79984 5.00391
O -1.31473 3.94949 0.07175
C -0.39109 3.62049 0.77838
O 0.03428 2.40693 0.97361
C 0.45780 4.61154 1.52375
C 0.26960 5.95133 1.20260
C 1.01343 6.95139 1.80387
C 1.96134 6.61179 2.75497
C 2.16012 5.28287 3.09165
C 1.40817 4.26648 2.49699
S 1.74437 2.68934 3.28368
H -0.49064 6.17987 0.46748
H 0.85370 7.98748 1.53579
H 2.54918 7.37848 3.24322
H 2.89350 5.01719 3.84255
C -2.69832 -3.39446 -3.18847
C -3.35286 -2.65526 -2.20912
C -2.87013 -1.40524 -1.84161
C -1.72737 -0.86878 -2.44262
C -1.09488 -1.61738 -3.43503
C -1.57744 -2.86623 -3.81337
Ge -1.03062 0.87345 -1.78532
C 0.75367 1.12510 -2.59839
C 1.90492 1.25661 -1.82332
C 3.15208 1.46752 -2.40314
C 3.26998 1.50649 -3.78479
C 2.13544 1.37031 -4.57703
C 0.88886 1.20702 -3.98791
C -2.18807 2.18659 -2.67046
C -3.42074 1.79930 -3.19368
C -4.23286 2.71566 -3.85337
C -3.82442 4.03304 -3.98929
C -2.59415 4.42917 -3.48046
C -1.78617 3.51323 -2.82379
H -3.06465 -4.37696 -3.46319
H -4.23566 -3.05543 -1.72400
H -3.37035 -0.84857 -1.05606
H -0.20882 -1.22562 -3.92348
H -1.07000 -3.43056 -4.58792
H 1.82194 1.21412 -0.74263
H 4.02493 1.61004 -1.77511
H 4.23972 1.65937 -4.24218
H 2.22329 1.40610 -5.65626
H 0.00499 1.15220 -4.61518
H -3.75037 0.77224 -3.09892
H -5.18925 2.40002 -4.25241
H -4.46481 4.75284 -4.48436
H -2.26974 5.45714 -3.58738
H -0.83882 3.83789 -2.41262
Te 1.67692 0.41478 2.17492
C 3.75489 0.44835 1.55060
C 4.20855 -0.52656 0.67996
C 5.53095 -0.47702 0.26261
C 6.36965 0.54113 0.70122
C 5.89213 1.51190 1.56715
C 4.57198 1.46469 2.00730
H 3.55431 -1.30890 0.32057
H 5.89562 -1.23683 -0.41644
H 7.39386 0.58344 0.35410
H 6.54014 2.30800 1.90954
H 4.19347 2.20848 2.69556
C 0.72544 -5.67310 0.12190
N 0.42381 -4.29545 -0.20815
N -0.52469 -3.55726 0.46690
C -0.41243 -2.24871 0.10294
O -1.22643 -1.40044 0.55627
C 0.66755 -2.17350 -0.81098
C 1.15005 -3.44293 -0.96176
C 2.24592 -3.94137 -1.83658
C -1.50238 -4.09455 1.34747
C -1.57778 -3.60228 2.64170
C -2.59408 -4.04184 3.47559
C -3.51895 -4.97196 3.01923
C -3.42304 -5.47151 1.72769
C -2.41875 -5.02572 0.88177
H 0.11959 -5.97282 0.97176
H 1.77489 -5.76956 0.39953
H 0.50794 -6.32968 -0.72044
H 1.04091 -1.27812 -1.27897
H 2.64455 -3.12086 -2.42826
H 1.87161 -4.71101 -2.51357
H 3.05420 -4.37720 -1.24456
H -0.84114 -2.88522 2.97936
H -2.66362 -3.65539 4.48395
H -4.31811 -5.30472 3.66829
H -4.14579 -6.19215 1.36869
H -2.35691 -5.37951 -0.14025

Here are the Mulliken charges for atoms 1 to 5, given in e: number 1, Ir, carries 2.855; number 2, Br, carries -0.596; number 3, C, carries 0.568; number 4, C, carries -0.866; number 5, C, carries -0.598